[1]
Formula: C3H5Cl2FO
Source: the Open Molecules 2025 dataset
Level of theory: ωB97M-V/def2-TZVPD

```
12
Properties=species:S:1:pos:R:3:forces:R:3
C 1.16530 -0.22129 -0.77511 3.10 -1.05 -3.16
C -0.23987 0.28551 -0.26799 0.45 1.24 -2.87
C -0.83213 -0.42842 0.83074 -2.08 -2.55 1.93
H 1.41189 -1.56839 -0.76389 -1.10 4.55 0.23
H 2.27198 0.42508 -0.26248 -4.07 -2.18 -1.48
H 1.16745 0.06336 -2.10713 0.23 -0.87 4.36
H -1.04322 0.15909 -1.19204 2.01 1.21 2.19
H -0.79459 2.17414 0.39502 1.94 -1.92 -0.12
O 0.01996 1.54720 0.39399 -1.69 1.90 -1.80
F -1.74499 0.32824 1.52316 -0.79 -0.48 -1.16
Cl 0.31443 -0.77912 2.03022 1.33 -1.16 1.22
Cl -1.69621 -1.98540 0.19551 0.67 1.30 0.66
```
Forces are in eV/Å.

## Properties
calculated total energy	-32998.1685	eV
Kohn-Sham gap	11.6965	eV
HOMO energy	-11.12	eV
lowest unoccupied orbital energy	0.57	eV
energy relative to the best compared isomer or geometry (same formula, charge and spin)	334.33	kJ/mol

[2]
Formula: C3H5Cl2N
Source: the Open Molecules 2025 dataset
Level of theory: ωB97M-V/def2-TZVPD

```
11
Properties=species:S:1:pos:R:3:forces:R:3
N 1.28694 -0.43036 -0.75506 1.67 2.68 5.65
C 0.24347 -0.36481 0.42107 1.72 0.73 -2.29
C -0.33371 0.98389 0.09202 -1.17 -2.00 0.74
Cl -0.63491 2.05779 1.35868 -0.85 1.30 1.43
C -1.15930 -0.26325 -0.15469 0.70 0.92 6.85
Cl -1.90405 -0.85731 -1.49447 -0.67 -0.84 -1.96
H 1.31716 -1.30770 -1.13194 0.43 -3.06 -0.90
H 2.22851 -0.21677 -0.18638 -2.34 -0.88 -2.21
H 0.36802 -0.52636 1.57531 0.27 -0.48 -2.56
H 0.23170 1.41848 -0.64793 0.57 0.92 -1.77
H -1.64384 -0.49360 0.92339 -0.32 0.70 -2.99
```
Forces are in eV/Å.

## Properties
calculated total energy	-29724.1389	eV
SMILES string	NC1[C@H](Cl)[C@H]1Cl
Kohn-Sham gap	10.3709	eV
HOMO energy	-9.54	eV
lowest unoccupied orbital energy	0.84	eV
energy relative to the best compared isomer or geometry (same formula, charge and spin)	238.70	kJ/mol

[3]
Formula: C3H5Cl2NO4
Source: the Open Molecules 2025 dataset
Level of theory: ωB97M-V/def2-TZVPD

```
15
Properties=species:S:1:pos:R:3:forces:R:3
C -1.45807 0.21468 -0.67380 3.29 -3.08 -0.43
C -0.47218 0.42380 0.38483 1.38 0.97 0.04
C -0.93383 -0.49069 1.55269 1.00 0.10 2.12
N 0.78467 -0.07903 -0.11964 0.31 0.78 -0.58
O -2.43179 0.96369 -0.83234 -3.67 2.32 -0.66
O -1.25617 -0.89784 -1.42477 -0.75 -1.42 -1.27
O -0.35577 1.78122 0.77776 -0.31 -0.49 -0.08
O -1.04342 -1.84575 1.28318 -0.86 0.60 -0.43
Cl -2.33911 0.22766 2.53558 0.75 -0.71 -1.34
Cl 0.48785 -0.42545 2.65823 0.08 -0.22 1.19
H -0.80584 -1.67534 -0.99428 -0.47 1.68 -0.06
H 1.47689 0.57665 -0.50296 -1.31 0.26 0.00
H 1.32817 -0.62128 0.49735 0.13 -0.96 1.03
H -1.14398 2.26676 0.48233 0.22 -0.20 0.17
H -1.88493 -2.05710 0.83308 0.21 0.36 0.30
```
Forces are in eV/Å.

## Properties
calculated total energy	-37911.7091	eV
Kohn-Sham gap (spin up / spin down)	6.5377 / 6.5067	eV
<S²>	2.008
spin multiplicity	3
HOMO energy (spin up / spin down)	-6.13 / -10.17	eV
lowest unoccupied orbital energy (spin up / spin down)	0.41 / -3.66	eV

[4]
Formula: C3H5Cl2NS
Source: the Open Molecules 2025 dataset
Level of theory: ωB97M-V/def2-TZVPD

```
12
Properties=species:S:1:pos:R:3:forces:R:3
C 1.52496 0.97736 0.53209 0.69 0.77 -0.10
N 0.20253 0.48219 0.30268 -0.55 1.17 1.18
C -0.05736 -0.64874 -0.29994 0.53 -1.30 -0.48
S 1.10779 -1.71176 -0.86876 -0.89 0.59 0.30
C -1.53175 -0.93305 -0.51210 0.09 -0.06 -0.63
Cl -2.20816 0.37758 -1.51049 -0.12 0.05 -0.32
Cl -2.48010 -1.04738 0.95632 -0.01 -0.10 0.65
H 2.11272 0.84310 -0.37372 0.02 0.08 -0.09
H 1.45326 2.05874 0.76121 0.13 -0.66 0.01
H 2.06420 0.43826 1.31505 -0.22 0.04 0.12
H -0.54536 1.02927 0.74882 0.30 -0.63 -0.60
H -1.64273 -1.86557 -1.05116 0.03 0.05 -0.04
```
Forces are in eV/Å.

## Properties
calculated total energy	-40562.3086	eV
SMILES string	CNC(=S)C(Cl)Cl
Kohn-Sham gap	8.9787	eV
HOMO energy	-8.76	eV
lowest unoccupied orbital energy	0.22	eV
energy relative to the best compared isomer or geometry (same formula, charge and spin)	0.00	kJ/mol

[5]
Formula: C3H5Cl2NS2
Source: the Open Molecules 2025 dataset
Level of theory: ωB97M-V/def2-TZVPD

```
13
Properties=species:S:1:pos:R:3:forces:R:3
C 0.97319 1.04485 0.76358 -0.50 -0.18 -0.77
C -2.34963 -0.61072 0.68790 -0.36 0.84 -0.80
C 1.32516 -0.59115 -0.91087 0.49 -0.76 -0.21
N 0.69947 0.63972 -0.45070 0.36 0.45 1.36
S -2.59235 0.16779 -0.69860 -0.25 -0.77 0.81
S -0.27920 1.43639 -1.51455 -0.06 0.90 -0.89
Cl 0.34206 2.48591 1.37587 0.12 -0.13 -0.01
Cl -1.54687 -2.13885 0.82131 0.14 -0.40 0.08
H 1.64656 0.48769 1.38996 0.05 -0.14 0.07
H -2.66327 -0.22835 1.64936 0.14 -0.02 0.14
H 0.72644 -1.00027 -1.72104 -0.03 0.08 0.16
H 2.32519 -0.37589 -1.28919 -0.07 0.08 0.00
H 1.39326 -1.31710 -0.10304 -0.03 0.05 0.05
```
Forces are in eV/Å.

## Properties
calculated total energy	-51395.2437	eV
Kohn-Sham gap	7.3761	eV
HOMO energy	-7.87	eV
lowest unoccupied orbital energy	-0.49	eV
energy relative to the best compared isomer or geometry (same formula, charge and spin)	81.42	kJ/mol

[6]
Formula: C3H5Cl3OSi
Source: the Open Molecules 2025 dataset
Level of theory: ωB97M-V/def2-TZVPD

```
13
Properties=species:S:1:pos:R:3:forces:R:3
C -1.80499 1.06070 -1.10577 -0.40 1.43 0.37
C -1.24384 1.12635 0.08441 -0.46 0.36 1.32
Si 0.55034 0.52949 0.55295 0.75 1.13 -0.41
Cl 0.40069 -0.30480 2.41557 0.09 0.30 -0.12
Cl 1.61865 2.35332 0.24646 -1.11 -0.03 0.50
C 2.19563 -0.44437 -0.22313 -1.13 0.60 1.21
O 3.19971 0.16982 0.53031 -1.58 -0.96 0.78
Cl 2.21912 -2.20938 -0.07696 -0.17 -0.54 0.34
H -2.72734 1.65807 -1.30853 0.82 -1.03 -0.14
H -1.15527 0.70079 -1.83223 0.15 -0.90 -2.08
H -1.93093 1.73073 0.75479 1.58 -1.00 0.29
H 2.29771 -0.31741 -1.26817 0.09 0.65 -1.04
H 4.00878 0.22216 0.06734 1.35 -0.03 -1.00
```
Forces are in eV/Å.

## Properties
calculated total energy	-50685.3100	eV
SMILES string	C=C[Si](Cl)(Cl)[C@@H](O)Cl
Kohn-Sham gap	10.5160	eV
HOMO energy	-10.29	eV
lowest unoccupied orbital energy	0.23	eV
energy relative to the best compared isomer or geometry (same formula, charge and spin)	204.83	kJ/mol

[7]
Formula: C3H5Cl4NOS
Source: the Open Molecules 2025 dataset
Level of theory: ωB97M-V/def2-TZVPD

```
15
Properties=species:S:1:pos:R:3:forces:R:3
S -1.70584 -0.31055 -2.58542 1.23 -1.97 1.15
C -2.78161 -0.56976 -1.07724 0.77 -0.22 -0.47
Cl -2.30976 -2.01059 -0.09424 0.04 0.63 -0.41
Cl -4.46864 -0.78912 -1.54999 0.13 0.19 -0.12
Cl -2.58165 0.90992 -0.14833 -0.30 0.11 0.68
H -0.58355 -1.08100 -2.06355 -1.81 1.28 -0.79
C 0.84448 -0.15550 2.45938 1.33 -3.50 -1.61
N 1.31093 0.39565 1.18734 -1.10 -1.20 1.34
C 1.35488 1.42715 0.60247 0.73 -0.01 -0.80
O 1.58018 2.29705 -0.14082 -0.31 0.84 -0.18
H 0.02739 -0.96693 2.34292 1.55 1.00 -0.43
H 0.33597 0.54394 3.02110 -0.29 1.77 1.62
H 1.79397 -0.66756 2.88444 -1.96 1.06 -0.02
Cl 4.22607 0.33531 -2.30988 -1.22 0.26 -0.21
H 2.95717 0.64201 -2.52820 1.21 -0.23 0.25
```
Forces are in eV/Å.

## Properties
calculated total energy	-67653.4058	eV
SMILES string	SC(Cl)(Cl)Cl.CN=C=O.Cl
Kohn-Sham gap	10.0397	eV
HOMO energy	-9.97	eV
lowest unoccupied orbital energy	0.07	eV
energy relative to the best compared isomer or geometry (same formula, charge and spin)	9.63	kJ/mol

[8]
Formula: C3H5ClF2NO
Source: the Open Molecules 2025 dataset
Level of theory: ωB97M-V/def2-TZVPD

```
13
Properties=species:S:1:pos:R:3:forces:R:3
C 2.04705 -2.59015 0.59807 -2.79 -1.56 -1.39
C -0.94637 -0.15111 0.48178 -3.40 2.13 0.25
C 0.44609 -0.59817 0.57764 -3.27 -1.64 -0.48
N 0.72521 -1.84295 0.43150 -0.48 -0.67 -0.15
O 2.93685 -1.98543 0.96326 2.72 1.63 1.14
F -0.31935 -2.68177 0.14001 0.45 0.94 0.08
F 1.30681 0.20911 -2.03384 0.80 1.21 -1.92
Cl 1.85402 -4.21308 0.12021 0.41 0.26 0.22
H -1.55573 -0.56519 -0.38841 1.01 0.17 1.28
H -1.51587 -0.37563 1.46513 1.00 -0.46 -1.35
H -1.20199 1.00695 0.50737 1.57 -2.18 -0.43
H 1.11257 0.09388 0.90147 2.81 1.45 0.68
H 1.63045 0.69412 -2.82385 -0.84 -1.26 2.06
```
Forces are in eV/Å.

## Properties
calculated total energy	-24676.4536	eV
Kohn-Sham gap	10.8768	eV
net charge	+1
HOMO energy	-16.67	eV
lowest unoccupied orbital energy	-5.79	eV
energy relative to the best compared isomer or geometry (same formula, charge and spin)	0.00	kJ/mol

[9]
Formula: C3H5ClN2
Source: the Open Molecules 2025 dataset
Level of theory: ωB97M-V/def2-TZVPD

```
11
Properties=species:S:1:pos:R:3:forces:R:3
Cl -2.56185 0.35091 0.31257 0.76 -0.59 -0.41
C -0.89887 -0.22561 -0.74784 -1.23 1.34 0.04
N -0.36237 -1.39456 -0.19753 0.00 -0.99 0.21
C 0.66994 -1.06657 0.46158 0.04 0.36 -0.06
C 0.93268 0.40830 0.45632 0.10 0.14 0.03
N 0.02517 0.80348 -0.60191 0.19 0.14 -0.12
H -1.37924 -0.32654 -1.71281 -0.02 -0.02 0.10
H 1.28779 -1.79828 0.95302 0.07 -0.16 0.21
H 0.67521 0.82581 1.44134 0.02 0.00 -0.07
H 1.96106 0.68227 0.21530 0.04 -0.11 0.10
H -0.34952 1.74079 -0.58002 0.04 -0.12 -0.03
```
Forces are in eV/Å.

## Properties
calculated total energy	-18694.1119	eV
SMILES string	Cl[C@@H]1N=CCN1
Kohn-Sham gap	9.8865	eV
HOMO energy	-9.57	eV
lowest unoccupied orbital energy	0.32	eV
energy relative to the best compared isomer or geometry (same formula, charge and spin)	0.00	kJ/mol

[10]
Formula: C3H5ClN2
Source: the Open Molecules 2025 dataset
Level of theory: ωB97M-V/def2-TZVPD

```
11
Properties=species:S:1:pos:R:3:forces:R:3
C 1.55141 -2.07190 -0.89823 0.44 -0.43 -0.56
C -1.63916 0.92767 -0.30280 -3.13 2.56 -2.73
C -0.61481 0.37898 0.46878 3.15 -3.39 2.67
N 1.35974 -0.99686 -1.25422 0.07 -0.61 0.05
N 0.65607 0.85879 0.59183 -1.84 -1.43 4.72
Cl -0.97192 -0.98022 1.59074 0.11 1.30 -0.80
H -1.45394 1.97596 -0.63502 -0.55 -0.85 0.30
H 1.83945 -3.11091 -0.73866 -0.39 0.80 0.18
H -2.65047 0.51174 -0.33692 0.58 0.25 0.03
H 0.86931 1.10879 1.58885 0.33 -0.15 -1.35
H 1.05433 1.39797 -0.07435 1.23 1.93 -2.51
```
Forces are in eV/Å.

## Properties
calculated total energy	-18689.2747	eV
Kohn-Sham gap (spin up / spin down)	5.9435 / 8.8017	eV
<S²>	2.006
spin multiplicity	3
HOMO energy (spin up / spin down)	-4.99 / -10.15	eV
lowest unoccupied orbital energy (spin up / spin down)	0.95 / -1.35	eV
energy relative to the best compared isomer or geometry (same formula, charge and spin)	0.00	kJ/mol

[11]
Formula: C3H5ClN2O
Source: the Open Molecules 2025 dataset
Level of theory: ωB97M-V/def2-TZVPD

```
12
Properties=species:S:1:pos:R:3:forces:R:3
N -1.73964 1.43394 0.18917 -5.81 -1.47 -0.41
C -1.95656 0.03675 -0.12603 -1.50 -0.08 1.74
O -3.06356 -0.42433 -0.42996 1.61 1.43 0.08
N -0.99532 -0.91688 0.25132 1.27 1.92 -0.61
C 0.44220 -0.82418 0.26189 -1.38 -1.11 -0.39
C 1.16268 0.26224 -0.12801 0.00 -2.64 1.16
Cl 2.91673 0.12025 -0.09412 -0.70 0.32 -0.11
H -0.93005 1.61630 0.73409 0.25 0.24 1.01
H -2.90224 1.72934 0.62047 5.26 -0.79 -1.65
H -1.49832 -1.75742 0.46866 0.55 -0.52 -0.23
H 0.78008 -1.89655 0.50758 0.38 2.26 -0.30
H 0.72942 1.19051 -0.42163 0.06 0.43 -0.28
```
Forces are in eV/Å.

## Properties
calculated total energy	-20740.6329	eV
SMILES string	NC(=O)N/C=C/Cl
Kohn-Sham gap	9.2793	eV
HOMO energy	-8.90	eV
lowest unoccupied orbital energy	0.38	eV
energy relative to the best compared isomer or geometry (same formula, charge and spin)	191.55	kJ/mol

[12]
Formula: C3H5ClN2O
Source: the Open Molecules 2025 dataset
Level of theory: ωB97M-V/def2-TZVPD

```
12
Properties=species:S:1:pos:R:3:forces:R:3
C 0.86665 -0.59757 0.46256 -0.91 2.32 -0.66
C 1.40538 0.92470 0.16949 -2.06 0.04 -1.90
C -0.63249 -0.72733 0.23345 2.65 -1.25 -1.57
N 1.69175 -1.37539 0.87824 0.82 -1.30 0.50
N 3.46443 0.19088 0.81960 0.11 -1.12 0.72
O 2.47240 1.04060 1.01678 0.43 1.48 -0.51
Cl 3.84940 -0.22910 -0.83808 -0.08 0.47 -0.06
H 1.71426 1.07797 -0.94960 -0.63 -0.54 2.03
H 0.51828 1.63934 0.39081 1.99 -0.93 0.10
H -1.10343 0.13858 0.47098 -1.39 2.62 1.06
H -1.02388 -1.53432 0.76953 -0.64 -1.32 0.52
H -0.73909 -0.81186 -0.84219 -0.30 -0.49 -0.24
```
Forces are in eV/Å.

## Properties
calculated total energy	-20736.2017	eV
Kohn-Sham gap (spin up / spin down)	8.7154 / 9.1729	eV
HOMO energy (spin up / spin down)	-9.25 / -9.38	eV
lowest unoccupied orbital energy (spin up / spin down)	-0.53 / -0.21	eV
energy relative to the best compared isomer or geometry (same formula, charge and spin)	619.09	kJ/mol